Here is the molecule C3H7N3OS in a non-equilibrium geometry from the Open Molecules 2025 dataset. Energies are from ωB97M-V/def2-TZVPD.

## Properties
Energy relative to the best compared isomer or geometry (same formula, charge and spin) (kJ/mol): 528.2
Spin multiplicity: 1
Total charge: 0
SMILES string: O/N=C1\NNC[C@@H]1S
Orbital gap (eV): 8.89
Max |F| (hartree/bohr): 0.1453

XYZ file:
```
15
C3H7N3OS | the Open Molecules 2025 dataset | ωB97M-V/def2-TZVPD
O -0.9608 2.6023 -0.7613
N -0.8631 1.7182 0.3623
C -0.0620 0.7737 -0.0071
N 0.6733 0.3769 -1.0561
N 0.8324 -0.9746 -1.1599
C 0.8537 -1.3363 0.2194
C -0.1116 -0.4043 0.8151
S -1.9222 -0.7774 0.9503
H -1.1807 3.5203 -0.1014
H 0.3558 0.9512 -1.8874
H 1.6180 -1.0544 -1.6684
H 1.8818 -1.0104 0.6353
H 0.6199 -2.4010 0.1018
H 0.1433 -0.1130 1.8155
H -1.8779 -1.8712 1.7417
```


Here is C4H4IN3 as an isolated structure in a non-equilibrium geometry from the Open Molecules 2025 dataset. Energies are from ωB97M-V/def2-TZVPD.

## Properties
Energy relative to the best compared isomer or geometry (same formula, charge and spin) (kJ/mol): 182.3
Spin multiplicity: 1
Total charge: 0
Orbital gap (eV): 9.15
Max |F| (hartree/bohr): 0.0891

XYZ file:
```
12
C4H4IN3 | the Open Molecules 2025 dataset | ωB97M-V/def2-TZVPD
C 0.5501 -0.9242 -1.8357
C 0.6416 -0.0730 0.8414
C -0.6769 0.0167 1.3783
C 0.2174 0.2689 -1.1335
N 0.6549 -1.9465 -2.3416
N -1.6446 0.3930 0.2039
N -1.1993 0.4499 -0.9195
I 0.9027 2.1508 -1.9974
H 1.2579 0.7973 1.0523
H 1.2374 -0.8851 0.6554
H -1.1830 -0.9611 1.7897
H -0.7583 0.7133 2.3068
```


Here is the molecule C2H5NP2 in a non-equilibrium geometry from the Open Molecules 2025 dataset. Energies are from ωB97M-V/def2-TZVPD.

## Properties
Energy relative to the best compared isomer or geometry (same formula, charge and spin) (kJ/mol): 173.2
Spin multiplicity: 1
Total charge: 0
Orbital gap (eV): 8.24
Max |F| (hartree/bohr): 0.0597

XYZ file:
```
10
C2H5NP2 | the Open Molecules 2025 dataset | ωB97M-V/def2-TZVPD
C -0.2343 -1.3875 0.1946
C 0.9056 1.3908 0.1396
N 1.1486 -1.3001 -0.1114
P 2.0082 -0.0095 -0.2044
P -1.2847 0.0762 -0.2948
H -0.6329 -2.2934 -0.2821
H -0.3507 -1.5180 1.2801
H 0.8329 1.6715 1.1836
H 0.9259 2.2424 -0.5252
H -0.9378 -0.0114 -1.6602
```


Here is the molecule C21H17ClN4O4S in a non-equilibrium geometry from the Open Molecules 2025 dataset. Energies are from ωB97M-V/def2-TZVPD.

## Properties
Spin multiplicity: 1
Total charge: 0
SMILES string: O=c1[nH]nc(-c2ccc(CN(Cc3ccccn3)S(=O)(=O)c3ccc(Cl)cc3)cc2)o1
Orbital gap (eV): 8.83
Max |F| (hartree/bohr): 0.1025

XYZ file:
```
48
C21H17ClN4O4S | the Open Molecules 2025 dataset | ωB97M-V/def2-TZVPD
O 3.5776 4.3816 -4.5775
C 3.0075 3.4403 -4.0615
N 3.0640 2.1522 -4.5215
N 2.1211 1.4205 -3.8940
C 1.6234 2.2670 -3.0223
C 0.6407 1.9121 -1.9931
C 0.0670 2.9226 -1.2089
C -0.8635 2.6202 -0.2109
C -1.2333 1.3067 0.0735
C -2.1330 1.0342 1.2563
N -1.5488 0.1177 2.2576
C -0.2764 0.4176 2.9777
C 0.9235 0.2230 2.1380
C 1.5880 1.3866 1.6386
C 2.7012 1.2238 0.8673
C 3.1164 -0.0552 0.5134
C 2.4284 -1.1250 1.0533
N 1.3557 -0.9971 1.8490
S -2.4863 -1.2811 2.7285
O -1.9784 -1.8843 3.9698
O -3.9136 -0.9055 2.7919
C -2.1927 -2.4191 1.3259
C -1.0024 -3.1712 1.3160
C -0.7276 -4.0731 0.3169
C -1.6490 -4.2724 -0.7089
Cl -1.3387 -5.4168 -2.0322
C -2.8923 -3.6179 -0.6633
C -3.1523 -2.6976 0.3600
C -0.7032 0.2915 -0.7249
C 0.1930 0.5869 -1.7347
O 2.1962 3.4898 -3.0352
H 3.3107 1.9439 -5.4634
H 0.2772 3.9625 -1.4277
H -1.2287 3.4224 0.4024
H -3.0861 0.5908 0.8793
H -2.3661 1.9894 1.7827
H -0.3111 1.4550 3.3688
H -0.1517 -0.2381 3.8259
H 1.2831 2.4199 1.8481
H 3.1706 2.1372 0.4833
H 3.9688 -0.2745 -0.1094
H 2.7714 -2.1338 0.7740
H -0.2971 -3.0152 2.0985
H 0.2098 -4.6192 0.3085
H -3.6284 -3.8150 -1.4391
H -4.1335 -2.2018 0.3990
H -1.0017 -0.7035 -0.4594
H 0.7005 -0.1980 -2.3163
```


Here is C2H4N2S3 as an isolated structure in a non-equilibrium geometry from the Open Molecules 2025 dataset. Energies are from ωB97M-V/def2-TZVPD.

## Properties
Energy relative to the best compared isomer or geometry (same formula, charge and spin) (kJ/mol): 572.7
Spin multiplicity: 1
Total charge: 0
Orbital gap (spin up / spin down) (eV): 6.87 / 6.87
Max |F| (hartree/bohr): 0.1182

XYZ file:
```
11
C2H4N2S3 | the Open Molecules 2025 dataset | ωB97M-V/def2-TZVPD
C -0.7599 -0.8392 -1.0572
C 0.8908 -0.1637 -0.3098
N 0.5402 0.7805 0.5499
N -0.7807 1.2195 0.4379
S -1.5012 0.7422 -1.0292
S 2.3478 -1.0560 -0.2605
S -1.6759 1.2724 1.8327
H -0.6795 -1.3600 -1.9416
H 1.0751 1.0730 1.3322
H 2.0929 -1.5782 -1.4508
H -1.5495 -0.0906 1.8964
```


Here is C2H4BrClIN as an isolated structure in a non-equilibrium geometry from the Open Molecules 2025 dataset. Energies are from ωB97M-V/def2-TZVPD.

## Properties
Energy relative to the best compared isomer or geometry (same formula, charge and spin) (kJ/mol): 185.5
Spin multiplicity: 3
Total charge: 0
Orbital gap (spin up / spin down) (eV): 6.82 / 6.66
Max |F| (hartree/bohr): 0.1368

XYZ file:
```
10
C2H4BrClIN | the Open Molecules 2025 dataset | ωB97M-V/def2-TZVPD
C 1.0033 -0.4830 0.6868
C -0.7453 0.7540 -0.9644
N -0.0647 -0.8657 -0.2434
Cl 0.5010 1.2900 -2.0576
Br -1.2240 2.0156 0.4287
I -1.7597 -1.7486 0.5887
H 0.6554 -0.0114 1.6375
H 1.3958 -1.4864 0.8826
H 1.9531 0.1364 0.3826
H -1.7149 0.3993 -1.3416
```


Here is C8H26N12O12Pb as an isolated structure in a non-equilibrium geometry from the Open Molecules 2025 dataset. Energies are from ωB97M-V/def2-TZVPD.

## Properties
Energy relative to the best compared isomer or geometry (same formula, charge and spin) (kJ/mol): 1718.4
Spin multiplicity: 1
Total charge: 0
Orbital gap (eV): 2.30
Max |F| (hartree/bohr): 0.2057

XYZ file:
```
59
C8H26N12O12Pb | the Open Molecules 2025 dataset | ωB97M-V/def2-TZVPD
Pb 0.6852 1.0985 -0.0843
O 0.4674 7.4854 -1.9622
C 1.4225 7.3236 -1.0425
O 1.8867 8.3662 -0.4073
O 1.7093 6.2027 -0.6292
H 0.3929 8.4390 -1.8809
O 6.7885 0.5664 3.4307
C 5.9945 1.4244 2.8427
O 5.2255 1.0468 2.0050
O 5.9211 2.5624 3.3857
H 6.8755 1.2357 4.1134
C 3.5848 0.9933 -5.2856
O 3.2027 1.5288 -4.2949
N 3.5821 -0.2796 -5.5013
N 3.8129 1.6441 -6.2866
H 3.3384 -0.9587 -4.7945
H 4.0106 -0.6156 -6.3520
H 3.7679 2.6260 -6.0546
H 3.8668 1.2195 -7.2015
C 2.9562 -4.4434 -0.6438
O 2.4335 -3.3843 -0.9916
N 2.6139 -5.5913 -1.0522
N 3.9938 -4.5033 0.1340
H 3.2656 -6.2779 -0.7002
H 1.8548 -5.8229 -1.6769
H 4.2328 -3.6722 0.6558
H 4.5041 -5.3189 0.4412
C 0.4604 -0.6867 5.5962
O 0.5927 -0.0339 4.5945
N -0.5574 -1.3683 5.8915
N 1.4206 -0.6571 6.4339
H -0.5483 -2.1085 6.5786
H -1.3202 -1.3435 5.2300
H 1.5267 -1.0838 7.3431
H 2.3117 -0.2847 6.1382
C -3.5206 -0.0790 -4.4441
O -2.6813 0.2585 -3.6148
N -3.1575 -0.7137 -5.4947
N -4.8543 0.1009 -4.4766
H -2.5170 -1.4490 -5.2316
H -3.9211 -0.6376 -6.1514
H -5.2726 0.8121 -3.8941
H -5.3561 -0.3665 -5.2181
C -3.1445 -3.5905 0.5997
O -2.8204 -2.4588 0.9791
N -3.5809 -3.9171 -0.6117
N -3.2685 -4.5208 1.4315
H -3.6768 -3.1565 -1.2692
H -3.9890 -4.8209 -0.8030
H -2.9522 -4.5625 2.3898
H -3.5848 -5.3716 0.9885
C -4.2171 3.5822 3.0248
O -3.2473 3.2884 2.3332
N -4.5582 4.6093 3.7242
N -5.2390 2.7571 3.1927
H -5.3679 4.5016 4.3183
H -3.9323 5.3700 3.9471
H -5.3354 1.8484 2.7626
H -6.0815 3.1882 3.5455
```